A structure of composition C43H48N2O3P2Sn at a distorted geometry, computed with ωB97M-V/def2-TZVPD.

Output
- max |F| (Eh/bohr) = 0.081
- charge = +2
- LUMO (eV) = -8.58
- orbital gap (eV) = 5.16

Geometry (Å):
Sn: 0.44 0.21 -0.66
C: 5.43 1.77 -2.26
C: 5.45 1.95 -0.94
C: 5.92 3.21 -0.27
C: 5.41 4.52 -0.90
C: 4.04 4.47 -1.53
C: 3.80 4.10 -2.79
C: 4.89 3.75 -3.78
C: 5.95 2.78 -3.24
C: -1.79 0.34 -0.61
H: 5.18 0.81 -2.72
H: 5.32 1.12 -0.25
H: 7.02 3.24 -0.25
H: 5.61 3.19 0.78
H: 5.36 5.27 -0.09
H: 6.16 4.89 -1.61
H: 3.26 4.94 -0.93
H: 2.84 4.26 -3.26
H: 5.40 4.65 -4.16
H: 4.41 3.29 -4.66
H: 6.36 2.25 -4.10
H: 6.78 3.36 -2.81
H: -2.18 -0.53 -1.15
H: -2.18 1.26 -1.07
H: -2.15 0.30 0.42
P: 2.84 0.36 0.35
P: 0.25 2.85 -0.60
C: 2.78 2.14 0.56
C: 1.85 3.06 0.13
C: 3.39 -0.38 1.88
C: 4.36 0.29 2.65
C: 4.73 -0.22 3.89
C: 4.15 -1.42 4.35
C: 3.26 -2.14 3.54
C: 2.90 -1.64 2.29
C: 3.62 -0.55 -1.03
C: 3.12 -0.46 -2.35
C: 3.67 -1.26 -3.36
C: 4.70 -2.15 -3.06
C: 5.21 -2.24 -1.76
C: 4.66 -1.45 -0.75
C: -0.93 3.84 0.34
C: -1.02 3.65 1.74
C: -1.78 4.53 2.50
C: -2.49 5.56 1.87
C: -2.45 5.72 0.48
C: -1.69 4.84 -0.29
C: 0.00 3.18 -2.39
C: -0.70 2.29 -3.23
C: -0.79 2.53 -4.59
C: -0.15 3.65 -5.15
C: 0.51 4.56 -4.32
C: 0.57 4.34 -2.94
H: 3.55 2.51 1.25
H: 2.03 4.12 0.40
H: 4.81 1.21 2.26
H: 5.46 0.32 4.49
H: 4.42 -1.79 5.34
H: 2.86 -3.10 3.88
H: 2.24 -2.20 1.63
H: 2.31 0.24 -2.61
H: 3.28 -1.19 -4.38
H: 5.11 -2.79 -3.84
H: 6.02 -2.92 -1.52
H: 5.05 -1.51 0.28
H: -0.48 2.82 2.20
H: -1.83 4.41 3.58
H: -3.08 6.26 2.48
H: -3.00 6.52 -0.01
H: -1.66 4.93 -1.38
H: -1.17 1.39 -2.81
H: -1.35 1.85 -5.24
H: -0.17 3.81 -6.23
H: 0.99 5.44 -4.74
H: 1.11 5.03 -2.29
C: -1.90 -5.56 2.93
C: -1.08 -4.68 2.01
C: -1.45 -3.17 2.02
C: -2.98 -2.95 1.80
C: -3.55 -3.72 0.61
C: -1.05 -2.54 3.36
O: -0.92 -3.14 4.42
N: -0.86 -1.16 3.31
C: -0.28 -0.50 2.23
O: 0.06 0.70 2.31
N: -0.05 -1.24 1.12
C: -0.66 -2.45 0.89
O: -0.61 -2.93 -0.25
H: -1.92 -5.13 3.94
H: -1.43 -6.55 3.00
H: -2.93 -5.69 2.57
H: -0.01 -4.75 2.29
H: -1.15 -5.02 0.97
H: -3.53 -3.23 2.72
H: -3.13 -1.87 1.66
H: -3.81 -4.75 0.88
H: -4.46 -3.22 0.26
H: -2.81 -3.74 -0.21
H: -0.77 -0.70 4.21

A structure of composition C43H50BeClN4, computed with ωB97M-V/def2-TZVPD.

Output
- max |F| (Eh/bohr) = 0.007
- charge = -1
- LUMO (eV) = 2.09
- orbital gap (eV) = 5.66

Geometry (Å):
Be: -0.11 -0.04 -0.26
C: 5.34 -0.05 3.03
C: 4.72 -1.30 2.40
C: 3.24 -1.16 2.18
C: 2.24 -1.49 3.03
C: 2.34 -2.14 4.37
C: 2.03 -3.65 4.31
C: 1.01 -1.07 2.37
N: 1.25 -0.51 1.16
C: 2.61 -0.53 1.04
C: 3.33 0.05 0.01
C: 2.76 0.74 -1.05
C: 3.53 1.35 -2.11
C: 5.02 1.49 -2.13
C: 5.50 2.63 -1.21
C: 2.63 1.83 -3.00
C: 1.32 1.52 -2.45
C: 0.14 1.85 -3.08
C: -1.12 1.61 -2.56
N: -1.37 1.12 -1.32
C: -2.73 1.05 -1.24
C: -3.43 0.59 -0.14
C: -2.84 0.05 0.99
N: -1.51 -0.19 1.15
C: -1.40 -0.71 2.40
C: -0.22 -1.16 2.97
C: -2.69 -0.78 3.06
C: -3.59 -0.31 2.18
C: -5.08 -0.21 2.36
C: -5.79 -1.52 2.03
C: -2.93 -1.18 4.49
C: -2.86 0.04 5.43
C: -3.36 1.51 -2.46
C: -2.35 1.87 -3.30
C: -2.43 2.38 -4.70
C: -2.37 3.91 -4.78
C: -4.84 1.58 -2.71
C: -5.46 2.87 -2.16
N: 1.42 0.87 -1.25
C: 2.88 2.58 -4.27
C: 2.81 4.10 -4.09
H: 6.42 -0.13 3.10
H: 5.10 0.83 2.43
H: 4.94 0.11 4.03
H: 5.21 -1.51 1.44
H: 4.91 -2.17 3.04
H: 3.34 -1.99 4.77
H: 1.64 -1.66 5.06
H: 2.72 -4.15 3.62
H: 2.13 -4.11 5.30
H: 1.02 -3.82 3.95
H: 4.41 -0.02 0.04
H: 5.49 0.56 -1.80
H: 5.36 1.68 -3.15
H: 5.16 2.47 -0.19
H: 6.59 2.72 -1.21
H: 5.08 3.59 -1.54
H: 0.21 2.31 -4.05
H: -4.51 0.65 -0.17
H: -0.28 -1.60 3.96
H: -5.30 0.08 3.39
H: -5.48 0.59 1.73
H: -5.43 -2.33 2.67
H: -6.87 -1.43 2.16
H: -5.59 -1.81 0.99
H: -3.91 -1.65 4.58
H: -2.20 -1.92 4.81
H: -3.60 0.78 5.14
H: -3.05 -0.25 6.47
H: -1.88 0.50 5.37
H: -1.61 1.95 -5.28
H: -3.36 2.03 -5.16
H: -1.48 4.28 -4.28
H: -2.35 4.25 -5.82
H: -3.24 4.35 -4.30
H: -5.03 1.51 -3.78
H: -5.32 0.72 -2.24
H: -5.03 3.75 -2.66
H: -6.54 2.89 -2.31
H: -5.26 2.97 -1.09
H: 3.87 2.31 -4.66
H: 2.15 2.27 -5.03
H: 3.58 4.44 -3.40
H: 2.95 4.62 -5.04
H: 1.84 4.39 -3.68
Cl: 1.59 -6.95 0.63
C: 1.02 -5.38 0.08
C: 1.90 -4.51 -0.55
C: 1.44 -3.27 -0.98
C: 0.10 -2.86 -0.82
C: -0.37 -1.55 -1.28
C: -0.75 -3.78 -0.17
C: -0.30 -5.02 0.27
H: 2.93 -4.80 -0.70
H: 2.13 -2.58 -1.46
H: -1.46 -1.56 -1.45
H: 0.11 -1.26 -2.22
H: -1.78 -3.50 -0.01
H: -0.98 -5.71 0.75